102
Properties=species:S:1:pos:R:3 method="wB97M-V/def2-TZVPD" homo_ev="-6.09 / -6.10" max_force_ev_per_a=1.35 spin_multiplicity=2 e_tot_ev=-103926.83726 total_charge=0 s_squared=0.79
Sb -0.962 2.078 -0.346
Sb -1.184 -2.127 -2.052
Fe -0.952 -0.512 -0.006
P -0.642 -0.990 2.247
N -5.060 -0.613 -0.806
N 1.129 -0.483 0.060
N -5.275 -0.431 0.473
N -3.147 -0.243 -0.096
N -3.839 -0.509 -1.195
N -6.093 -0.840 -1.706
C 3.820 2.123 0.069
C 2.997 0.817 1.975
C -1.585 -2.241 3.270
C 3.849 2.569 -1.245
C -2.285 1.053 -3.945
C -1.424 -2.583 -0.004
C 0.594 2.361 -5.879
C 2.948 1.137 0.504
C 2.924 -2.046 0.652
C 0.942 -1.871 2.009
C 1.087 3.337 -5.015
C 4.785 3.659 -1.694
C 0.443 3.582 -3.806
C -1.185 1.855 -4.288
C 0.713 0.308 4.520
C -0.685 2.875 -3.423
C 2.981 1.950 -2.123
C 2.111 0.925 -1.742
C 1.356 0.249 -2.844
C 1.440 -2.898 2.814
C 2.051 0.501 -0.401
C 0.520 3.390 0.422
C 3.193 -4.597 3.461
C -1.561 1.148 3.799
C 3.401 -3.040 1.478
C 0.700 -3.141 -2.110
C -2.655 3.012 0.580
C -3.105 -2.253 3.128
C -1.517 -3.009 -4.023
C -0.264 0.462 3.353
C -1.251 -2.221 4.765
C 1.671 -1.444 0.884
C 2.666 -3.499 2.576
C -0.521 1.637 -5.520
C -4.037 -0.194 0.895
C -1.379 3.215 -2.145
H 3.732 0.038 2.200
H 1.499 -0.419 4.310
H -2.490 4.089 0.621
H -3.561 -1.376 3.598
H -1.396 2.207 4.013
H 1.311 -2.842 -1.259
H -0.910 0.872 -6.182
H -0.708 -3.372 0.230
H 1.096 2.911 1.210
H 0.202 0.005 5.433
H -2.618 0.278 -4.624
H -3.429 -2.307 2.092
H 2.048 0.449 2.341
H -5.796 -1.591 -2.319
H -1.671 -3.114 5.235
H 0.277 0.347 -2.749
H -1.702 -1.358 5.255
H 5.824 3.415 -1.462
H 0.870 -3.251 3.664
H 1.573 -0.817 -2.841
H 1.212 3.644 -0.384
H 2.473 -4.853 4.240
H 3.269 1.708 2.545
H -0.966 -2.269 -4.601
H -3.506 -3.129 3.643
H 4.712 3.816 -2.771
H 4.483 2.580 0.800
H 0.199 1.123 2.615
H -6.890 -1.124 -1.148
H 3.502 -1.724 -0.207
H 4.364 -3.492 1.258
H -1.047 -3.988 -4.064
H -1.223 -3.182 2.847
H 1.965 3.911 -5.283
H -2.462 3.153 -2.260
H 3.403 -5.507 2.894
H 1.652 0.668 -3.806
H -3.795 0.067 1.908
H 4.562 4.610 -1.204
H -2.340 1.099 3.034
H 1.200 1.266 4.723
H -1.140 4.237 -1.846
H 4.123 -4.307 3.958
H -2.809 1.146 -3.007
H -1.957 0.691 4.707
H 0.496 -4.212 -2.052
H 1.085 2.171 -6.825
H 0.829 4.353 -3.147
H 1.244 -2.936 -3.032
H -2.552 -3.071 -4.358
H -3.545 2.816 -0.021
H -2.412 -2.871 0.358
H -0.186 -2.202 4.977
H 2.983 2.245 -3.167
H 0.041 4.293 0.802
H -2.828 2.642 1.589

104
Properties=species:S:1:pos:R:3 method="wB97M-V/def2-TZVPD" homo_ev="-5.54 / -5.53" max_force_ev_per_a=0.75 spin_multiplicity=2 e_tot_ev=-225065.21444 total_charge=0 s_squared=0.76
Se -2.024 1.527 4.312
As 0.185 0.180 -2.320
Cr -0.643 -0.776 0.207
Si 1.286 2.303 -2.133
Si -1.136 0.560 -4.256
Si 2.013 -1.086 -3.199
O -1.001 -1.318 1.967
O 1.111 -0.351 0.658
N -2.770 -1.472 -0.361
N -0.118 -2.685 -0.138
N -1.272 1.047 0.729
C -2.569 1.674 -3.744
C -0.556 2.106 5.373
C 3.193 -0.097 -4.266
C -0.552 -3.267 -1.398
C 1.027 -4.174 3.012
C 1.806 3.117 -3.743
C 0.406 -3.239 2.148
C 2.812 0.382 2.092
C -3.831 -0.938 0.559
C -0.629 1.807 1.563
C 0.374 -3.490 0.747
C 1.425 -2.456 -4.343
C 0.088 3.520 -1.375
C 1.664 2.988 6.877
C 2.848 2.038 -1.144
C 1.516 0.518 1.579
C 1.588 1.675 6.431
C 0.741 1.617 1.979
C -1.760 -1.089 -4.943
C -3.519 0.350 1.307
C 0.498 1.244 5.692
C -0.465 3.424 5.837
C 2.935 -1.760 -1.716
C -0.400 -2.209 2.694
C -3.146 -1.116 -1.736
C 1.308 2.587 2.819
C -2.817 -2.952 -0.237
C 2.597 2.466 3.287
C 0.625 3.859 6.575
C -0.270 1.403 -5.692
C -2.002 -3.746 -1.255
C 0.871 -4.089 4.365
C -0.599 -2.175 4.097
C -2.685 1.383 0.554
C 3.339 1.339 2.934
C 0.037 -3.080 4.899
H 0.466 0.223 5.335
H -1.102 2.729 1.888
H -2.488 -3.189 0.776
H 3.750 -1.085 -1.447
H 0.662 4.885 6.920
H 2.513 3.894 -3.434
H -0.493 -2.498 -2.167
H 2.694 0.369 -5.115
H 3.387 -0.486 1.792
H 0.978 3.612 -4.247
H -2.486 -3.739 -2.234
H 1.031 -2.033 -5.268
H 2.293 -1.844 -0.840
H -0.270 2.486 -5.588
H -4.469 0.793 1.613
H -2.378 -1.432 -2.434
H 0.712 -4.475 0.411
H 2.786 1.220 -0.434
H -2.707 2.457 -4.492
H 2.306 -3.050 -4.604
H 3.367 -2.738 -1.942
H 3.005 3.209 3.958
H -4.046 -1.710 1.297
H -1.581 -1.953 -4.304
H 0.677 -3.133 -3.939
H 0.645 4.406 -1.060
H -0.637 3.834 -2.130
H -1.270 -1.293 -5.896
H -0.457 3.141 -0.518
H 2.515 3.325 7.456
H 1.358 -4.796 5.022
H 0.693 3.424 3.123
H 3.735 0.672 -3.719
H -4.097 -1.590 -2.014
H -0.840 1.151 -6.591
H -2.973 0.120 2.222
H 0.111 -4.086 -1.700
H 4.342 1.211 3.323
H 2.390 0.981 6.654
H -2.927 1.429 -0.511
H 3.079 2.948 -0.585
H 2.315 2.477 -4.457
H -0.105 -3.022 5.971
H 1.626 -4.963 2.574
H -3.510 1.128 -3.667
H -2.877 2.374 0.972
H -2.016 -4.783 -0.911
H -1.273 4.108 5.609
H -4.739 -0.822 -0.045
H 3.927 -0.803 -4.666
H -3.260 -0.041 -1.820
H 3.680 1.843 -1.824
H -3.865 -3.269 -0.322
H -2.388 2.167 -2.788
H 0.758 1.082 -5.852
H -2.835 -1.029 -5.130
H -1.236 -1.387 4.483

125
Properties=species:S:1:pos:R:3 method="wB97M-V/def2-TZVPD" homo_ev=-2.19 max_force_ev_per_a=4.87 spin_multiplicity=1 e_tot_ev=-115550.81620 total_charge=-2
S 3.822 -2.039 1.100
F 1.486 -6.262 3.629
F 0.907 -8.631 -4.946
F 1.923 -8.151 2.689
F -5.773 5.164 -1.388
F 0.498 -9.078 -2.868
F -4.527 6.254 -2.767
F 2.311 -6.306 1.632
F -6.108 7.267 -1.681
F 0.292 -7.058 -3.611
O 1.644 -0.667 4.447
O 2.525 -7.187 -2.220
O -1.713 -0.467 4.792
O -0.960 -6.691 2.506
O 3.441 -8.296 -3.953
O 0.710 1.433 -0.474
O 2.777 0.509 1.080
O 4.630 1.739 -2.437
O 2.919 -2.487 0.109
O -3.039 -1.479 1.145
O -6.940 6.878 -4.192
O -0.972 2.299 0.531
O 5.137 -2.478 0.716
O 0.098 1.952 3.068
O 0.090 -7.326 0.621
O -0.398 1.110 5.504
O -2.487 -2.628 -0.639
O -7.218 4.714 -3.643
N 0.208 4.969 -2.082
N -2.100 5.059 -2.607
N -0.900 3.160 -3.105
C -1.161 -7.462 -0.083
C 0.820 -0.747 1.520
C -9.259 6.722 -4.922
C -1.106 1.215 3.245
C 3.266 1.208 4.182
C 3.502 -2.843 2.670
C 0.028 -6.945 1.884
C -2.270 2.213 3.318
C 2.500 -7.892 -3.331
C -6.744 5.792 -3.444
C -5.773 6.117 -2.297
C 3.593 1.397 -3.344
C -4.024 -0.432 1.319
C 1.786 2.921 1.834
C 1.016 4.244 1.562
C 1.451 -6.904 2.466
C -3.435 1.744 2.505
C 0.155 5.378 -0.657
C -1.706 -6.119 -0.524
C 1.033 -8.166 -3.701
C 4.776 0.185 0.011
C 3.819 -6.843 -1.681
C 0.102 -1.599 2.183
C 3.926 -0.204 1.219
C 4.807 1.715 -0.054
C 1.307 4.754 0.145
C 4.426 -5.666 -2.411
C -2.640 -1.586 -0.108
C -3.789 0.249 2.670
C 0.108 1.796 0.552
C -0.885 4.306 -2.609
C -1.081 0.547 4.635
C -7.799 6.705 -5.327
C 1.705 0.363 2.039
C 4.069 2.254 -1.239
C 0.856 1.705 1.913
B 2.137 0.253 3.575
H 4.570 0.024 2.071
H 3.745 1.726 3.356
H 4.474 -7.714 -1.698
H -9.899 6.667 -5.803
H -5.019 -0.854 1.270
H 2.438 -3.002 2.739
H 3.000 2.270 -3.594
H -7.587 7.540 -5.991
H -4.310 2.303 2.827
H -2.523 2.402 4.351
H 3.742 -4.817 -2.397
H 0.331 6.452 -0.642
H 5.363 -5.371 -1.941
H -3.035 -0.343 3.171
H -0.825 5.204 -0.255
H -2.383 5.169 -3.567
H -1.954 -5.492 0.330
H -2.822 4.548 -2.126
H -2.388 -0.675 -0.658
H -4.730 0.183 3.194
H -1.879 -8.008 0.528
H -0.962 -5.581 -1.112
H 4.623 -5.909 -3.455
H 4.233 3.332 -1.269
H 0.028 2.753 -3.006
H 4.028 0.653 4.720
H 2.995 2.102 -1.165
H -3.944 0.266 0.495
H 1.059 4.456 -2.245
H 1.432 4.987 2.235
H 3.795 -2.167 3.457
H 3.647 -6.584 -0.639
H 2.282 3.084 2.777
H 5.790 -0.120 0.168
H -0.032 4.195 1.790
H 2.452 2.839 0.997
H -9.495 5.882 -4.271
H 2.946 0.678 -2.862
H -0.262 -2.465 1.664
H 2.147 5.437 0.161
H 0.818 -0.829 0.455
H 2.780 1.953 4.793
H -0.149 -1.543 3.222
H 4.067 -3.754 2.682
H 2.393 -1.087 4.874
H -1.918 3.161 2.945
H -7.540 5.790 -5.858
H -2.605 -6.251 -1.125
H 4.390 -0.249 -0.896
H -3.328 1.965 1.459
H 5.841 2.017 -0.171
H -9.490 7.635 -4.372
H -0.940 -8.075 -0.954
H -1.347 0.526 2.458
H 4.051 0.976 -4.221
H 1.626 3.895 -0.435
H 4.481 2.170 0.865

102
Properties=species:S:1:pos:R:3 method="wB97M-V/def2-TZVPD" homo_ev=-10.88 max_force_ev_per_a=0.47 spin_multiplicity=1 e_tot_ev=-60340.80068 total_charge=+1
Te -0.259 -1.280 3.289
In -0.013 -0.415 0.709
N -1.344 0.063 -1.886
N -1.458 1.298 0.583
N 0.885 1.171 -1.671
N 1.434 0.831 -0.461
N -0.698 -1.013 -1.341
N -1.109 2.125 -0.451
C -2.335 -1.758 -2.642
C -0.724 -3.487 -1.562
C 3.589 -5.744 5.791
C 0.229 -3.522 -0.374
C 0.806 -4.153 3.718
C -3.090 2.482 3.743
C 3.063 1.025 -1.963
C -2.348 -0.370 -2.671
C -2.782 1.424 2.688
C -3.993 1.506 -2.410
C 3.034 -3.368 5.191
C 2.761 0.730 -0.637
C 2.736 -4.723 5.085
C -2.850 1.155 -4.648
C -0.369 -4.698 2.949
C 3.186 -0.419 1.573
C 0.736 0.533 -4.709
C 1.854 1.286 -2.592
C 1.270 2.999 -4.384
C -1.283 -2.120 -1.803
C 0.002 -3.944 -2.835
C -2.240 3.337 1.001
C 2.248 -2.391 4.601
C -2.161 2.024 1.465
C -3.365 0.488 -3.368
C 4.227 1.804 1.036
C 3.745 0.464 0.461
C -2.116 4.707 -2.306
C 2.608 -0.947 4.852
C 1.627 -5.091 4.344
C 0.228 4.711 -1.329
C -1.561 3.367 -0.209
C -4.036 0.630 2.301
C -1.270 4.594 -1.031
C 1.126 -2.795 3.853
C 1.674 1.556 -4.061
B -0.636 1.449 -1.764
H 0.599 -4.533 -0.218
H 4.970 1.638 1.819
H -1.548 5.430 -0.387
H 0.838 -3.273 -3.050
H -2.745 4.170 1.464
H -0.258 0.570 -4.266
H 3.316 -6.760 5.509
H -4.454 0.129 3.175
H 1.917 3.709 -3.867
H 1.129 -0.479 -4.594
H -3.859 3.173 3.387
H 1.372 -6.142 4.257
H -0.839 -5.507 3.511
H 3.467 -5.648 6.872
H -4.797 1.299 1.890
H -1.126 -3.947 2.747
H 0.580 3.864 -1.920
H 0.808 4.750 -0.405
H -4.470 1.003 -1.567
H 4.599 -0.039 0.006
H 0.234 3.204 -4.105
H 1.368 3.168 -5.458
H -4.752 2.086 -2.936
H -1.922 5.665 -2.791
H 2.667 1.403 -4.484
H 0.424 5.626 -1.891
H -2.199 3.059 3.997
H -0.881 2.133 -2.703
H 0.644 0.742 -5.777
H 4.678 2.424 0.259
H 3.387 2.354 1.469
H -1.557 -4.168 -1.377
H -0.035 -5.116 2.001
H 4.040 1.043 -2.422
H -1.873 3.916 -3.018
H 3.648 -0.869 5.170
H -4.151 -0.207 -3.667
H -3.462 2.007 4.652
H 3.900 -3.066 5.773
H -2.403 0.423 -5.323
H -2.108 1.926 -4.432
H -3.245 2.197 -2.022
H -3.181 4.649 -2.075
H 2.427 0.126 2.137
H 2.471 -0.328 3.969
H 4.644 -5.589 5.566
H 2.748 -1.343 1.180
H 0.398 -4.954 -2.711
H 1.096 -2.878 -0.561
H -2.066 0.725 3.114
H 3.977 -0.699 2.267
H -3.686 1.629 -5.165
H -0.268 -3.199 0.542
H -3.802 -0.126 1.550
H -3.006 -2.420 -3.167
H 1.988 -0.529 5.648
H -0.667 -3.941 -3.697